{"formula": "C72H184N12O26", "method": "ωB97M-V/def2-TZVPD", "symbols": ["C", "O", "C", "C", "N", "C", "C", "O", "C", "H", "H", "H", "H", "H", "H", "H", "H", "H", "H", "H", "H", "H", "H", "H", "C", "O", "C", "C", "N", "C", "C", "O", "C", "H", "H", "H", "H", "H", "H", "H", "H", "H", "H", "H", "H", "H", "H", "H", "C", "O", "C", "C", "N", "C", "C", "O", "C", "H", "H", "H", "H", "H", "H", "H", "H", "H", "H", "H", "H", "H", "H", "H", "C", "O", "C", "C", "N", "C", "C", "O", "C", "H", "H", "H", "H", "H", "H", "H", "H", "H", "H", "H", "H", "H", "H", "H", "C", "O", "C", "C", "N", "C", "C", "O", "C", "H", "H", "H", "H", "H", "H", "H", "H", "H", "H", "H", "H", "H", "H", "H", "C", "O", "C", "C", "N", "C", "C", "O", "C", "H", "H", "H", "H", "H", "H", "H", "H", "H", "H", "H", "H", "H", "H", "H", "C", "O", "C", "C", "N", "C", "C", "O", "C", "H", "H", "H", "H", "H", "H", "H", "H", "H", "H", "H", "H", "H", "H", "H", "C", "O", "C", "C", "N", "C", "C", "O", "C", "H", "H", "H", "H", "H", "H", "H", "H", "H", "H", "H", "H", "H", "H", "H", "C", "O", "C", "C", "N", "C", "C", "O", "C", "H", "H", "H", "H", "H", "H", "H", "H", "H", "H", "H", "H", "H", "H", "H", "C", "O", "C", "C", "N", "C", "C", "O", "C", "H", "H", "H", "H", "H", "H", "H", "H", "H", "H", "H", "H", "H", "H", "H", "C", "O", "C", "C", "N", "C", "C", "O", "C", "H", "H", "H", "H", "H", "H", "H", "H", "H", "H", "H", "H", "H", "H", "H", "C", "O", "C", "C", "N", "C", "C", "O", "C", "H", "H", "H", "H", "H", "H", "H", "H", "H", "H", "H", "H", "H", "H", "H", "O", "H", "H", "O", "H", "H"], "positions_angstrom": [[20.126914, -2.509281, 4.075782], [20.392585, -2.154782, 2.734673], [20.071946, -3.205387, 1.860426], [18.563242, -3.399991, 1.724789], [18.062203, -4.315247, 2.756448], [16.762391, -4.916349, 2.457112], [15.655302, -3.871438, 2.333947], [15.543392, -3.411577, 1.007031], [14.299680, -2.790440, 0.773906], [19.052515, -2.538002, 4.257163], [20.624957, -1.880417, 4.815332], [20.572064, -3.472745, 4.358836], [20.517506, -4.150209, 2.203699], [20.516821, -2.976369, 0.892054], [18.346152, -3.726737, 0.701492], [18.085274, -2.440787, 1.929033], [18.752294, -5.007402, 3.014918], [16.610824, -5.708511, 3.189908], [16.853207, -5.467388, 1.511242], [15.804831, -3.140029, 3.140857], [14.715483, -4.310162, 2.691327], [13.558134, -3.534434, 0.460413], [14.398718, -2.063542, -0.033755], [13.923918, -2.243201, 1.640851], [21.430452, -12.372077, 9.430035], [20.191519, -12.664561, 8.820583], [19.206491, -11.757494, 9.264748], [17.870276, -12.189634, 8.583064], [17.414477, -13.398888, 9.265138], [16.167636, -13.888842, 8.687103], [16.288235, -15.049570, 7.706919], [17.139514, -14.742682, 6.627944], [17.346743, -15.810971, 5.746226], [22.208420, -13.084999, 9.147976], [21.411122, -12.373583, 10.522237], [21.805655, -11.422952, 9.030543], [19.280309, -10.725846, 8.888517], [19.093935, -11.615219, 10.342227], [18.165563, -12.231723, 7.529382], [17.239652, -11.314313, 8.761833], [18.210400, -14.013661, 9.117918], [15.530087, -13.134210, 8.221472], [15.531093, -14.182378, 9.528773], [15.301940, -15.426323, 7.407271], [16.717820, -15.926315, 8.216842], [17.852940, -16.659169, 6.222540], [17.895320, -15.467895, 4.874542], [16.425251, -16.284088, 5.381184], [13.696468, -11.970725, -8.237299], [13.793358, -10.679824, -7.685135], [13.880338, -10.714221, -6.272504], [14.002148, -9.314507, -5.707070], [12.806317, -8.530000, -5.998277], [12.667676, -7.287604, -5.226564], [12.323112, -7.579649, -3.741234], [12.835714, -6.463585, -3.048912], [12.472975, -6.440295, -1.679098], [13.319276, -11.923865, -9.255817], [13.132051, -12.670458, -7.613985], [14.705955, -12.403673, -8.287857], [14.714783, -11.329828, -5.918902], [12.993267, -11.175200, -5.826018], [14.833164, -8.748086, -6.146081], [14.125176, -9.380177, -4.627408], [12.743086, -8.248654, -6.966789], [11.915905, -6.580234, -5.568330], [13.649172, -6.799897, -5.293133], [12.758424, -8.524818, -3.405064], [11.232564, -7.655316, -3.682590], [11.401586, -6.240745, -1.560678], [12.912449, -5.586230, -1.165603], [12.746933, -7.383332, -1.205404], [14.817733, -4.522884, 6.493326], [16.216027, -4.580379, 6.660266], [16.801218, -5.562969, 5.821292], [18.298823, -5.603741, 6.113539], [18.555522, -6.203083, 7.424438], [19.961311, -6.280248, 7.826143], [20.619378, -4.931387, 8.127748], [21.047813, -4.154737, 7.014449], [21.687165, -2.966493, 7.377373], [14.494937, -4.393989, 5.455661], [14.476904, -3.670744, 7.086025], [14.354943, -5.405947, 6.951330], [16.618034, -5.280476, 4.778700], [16.367943, -6.562539, 5.954714], [18.659784, -4.572046, 6.179162], [18.791736, -6.103124, 5.278853], [18.081231, -5.658029, 8.135290], [20.533952, -6.704105, 6.996967], [19.989212, -6.870304, 8.740365], [21.474790, -5.053159, 8.806351], [19.901617, -4.296783, 8.669574], [21.109075, -2.099451, 7.719280], [22.227254, -2.592187, 6.506108], [22.443007, -3.154373, 8.149860], [14.759178, -7.042093, 0.965784], [14.484318, -6.773730, 2.327058], [13.119086, -6.548779, 2.603077], [13.030913, -6.361036, 4.097568], [13.268467, -7.578727, 4.883232], [13.430033, -7.213243, 6.276261], [13.549875, -8.449071, 7.155794], [14.879171, -8.912649, 7.143421], [15.046117, -10.246301, 7.544239], [15.813435, -7.256066, 0.791716], [14.549916, -6.153577, 0.360406], [14.173707, -7.889734, 0.598439], [12.407735, -7.252198, 2.155227], [12.807286, -5.588428, 2.163229], [11.988073, -6.090703, 4.299297], [13.601195, -5.483908, 4.422563], [14.024767, -8.076650, 4.445233], [12.564579, -6.661515, 6.649323], [14.299208, -6.601446, 6.554279], [12.831053, -9.231306, 6.879159], [13.209540, -8.155124, 8.160086], [14.232686, -10.872644, 7.162171], [15.169238, -10.350964, 8.628258], [15.958584, -10.673759, 7.120104], [19.378094, -5.788003, 15.290712], [19.490086, -6.445609, 14.052122], [20.782537, -6.322326, 13.504681], [20.888112, -7.333365, 12.372649], [19.865928, -7.039286, 11.350375], [19.361963, -8.242434, 10.707071], [18.284925, -7.906336, 9.693078], [17.309290, -7.094416, 10.297858], [16.185304, -6.932737, 9.455277], [18.464458, -6.032455, 15.828230], [19.387963, -4.694794, 15.202981], [20.235544, -6.049740, 15.919812], [21.582223, -6.470136, 14.237309], [20.896107, -5.305276, 13.104737], [20.662954, -8.279694, 12.884945], [21.847471, -7.395822, 11.861107], [19.087861, -6.637767, 11.865828], [18.824296, -8.945988, 11.363450], [20.227453, -8.735563, 10.261101], [17.862725, -8.821943, 9.259623], [18.736388, -7.346046, 8.860808], [15.686859, -7.891367, 9.288528], [16.422202, -6.457452, 8.499410], [15.441298, -6.291408, 9.926551], [10.286012, -14.508658, -0.201698], [9.973342, -13.275538, 0.408866], [8.688390, -12.859854, -0.032336], [8.283134, -11.531477, 0.620034], [7.872230, -11.676220, 2.005638], [7.470655, -10.423885, 2.623962], [8.630056, -9.575104, 3.135917], [9.366192, -10.466791, 4.002372], [10.493188, -9.786844, 4.533589], [11.285044, -14.865853, 0.041237], [10.198693, -14.424723, -1.289617], [9.610300, -15.303257, 0.132403], [7.910434, -13.610484, 0.145796], [8.749279, -12.766018, -1.123472], [7.495191, -11.152141, -0.033587], [9.140778, -10.850302, 0.535599], [8.717367, -11.920616, 2.517491], [6.824543, -10.639742, 3.479730], [6.808338, -9.818539, 1.996505], [8.337385, -8.712384, 3.741203], [9.364614, -9.275247, 2.377221], [10.267981, -8.840073, 5.038688], [11.263408, -9.625508, 3.776681], [10.799052, -10.409924, 5.377663], [18.567400, -9.039274, 6.551942], [18.724204, -9.115569, 5.151879], [17.694583, -9.749057, 4.428495], [16.534610, -8.810364, 4.128518], [15.602888, -9.393733, 3.177982], [14.761607, -10.468747, 3.667081], [13.988928, -11.108567, 2.503678], [13.288359, -10.110658, 1.816498], [12.347946, -10.596387, 0.865133], [19.353309, -8.354207, 6.873642], [18.784981, -9.981705, 7.069428], [17.580328, -8.636128, 6.792925], [17.352826, -10.631124, 4.988424], [18.078855, -10.175680, 3.500519], [17.020291, -8.003320, 3.567573], [16.083184, -8.409400, 5.042665], [15.084992, -8.613421, 2.766985], [14.097178, -10.141974, 4.479704], [15.409732, -11.199465, 4.156153], [13.335060, -11.883164, 2.926787], [14.689297, -11.618275, 1.827718], [11.564753, -11.212267, 1.323677], [12.635256, -10.984764, -0.110958], [11.762498, -9.671674, 0.745008], [13.647619, -13.578464, -1.373141], [14.000151, -12.535420, -2.256722], [15.193049, -11.838265, -1.966627], [14.969854, -10.351822, -2.167725], [16.209161, -9.597034, -2.066982], [16.033707, -8.204185, -2.467103], [17.251756, -7.307622, -2.270706], [17.051353, -5.971637, -2.704429], [16.422388, -5.163733, -1.713780], [13.001890, -14.312222, -1.860171], [13.028694, -13.187649, -0.561062], [14.547999, -14.124011, -1.085846], [16.070991, -12.109137, -2.564013], [15.473758, -12.093119, -0.937256], [14.208338, -9.976324, -1.470653], [14.535324, -10.276077, -3.169663], [16.498001, -9.659416, -1.086100], [15.166009, -7.740540, -1.974724], [15.892697, -8.144443, -3.548612], [18.022652, -7.701967, -2.941468], [17.768390, -7.339707, -1.304052], [15.395022, -5.076292, -2.095479], [16.801216, -4.138435, -1.726153], [16.438810, -5.489899, -0.673881], [11.739790, -2.910489, 3.658601], [12.875180, -2.674164, 4.453655], [13.020032, -1.387227, 5.038436], [13.216155, -0.305598, 3.989944], [11.939426, 0.282816, 3.505171], [12.130199, 1.027000, 2.261775], [12.818672, 2.377282, 2.462474], [11.936783, 3.270676, 3.092957], [12.511702, 4.582240, 3.176833], [10.769620, -2.935116, 4.162485], [11.854296, -3.840806, 3.106106], [11.686574, -2.149188, 2.872143], [13.960225, -1.452344, 5.590574], [12.237994, -1.200548, 5.782369], [13.842773, -0.707201, 3.195679], [13.771364, 0.509891, 4.471794], [11.662198, 0.866505, 4.284887], [11.143693, 1.248979, 1.844110], [12.620608, 0.364833, 1.549196], [13.253059, 2.770447, 1.533788], [13.702083, 2.241331, 3.104392], [13.025069, 4.792696, 2.240425], [13.141738, 4.678502, 4.061858], [11.681520, 5.272352, 3.315520], [11.858685, -11.791956, 12.486048], [11.813561, -11.837225, 11.092864], [13.061457, -12.056325, 10.452892], [12.922707, -11.966621, 8.935456], [12.390505, -13.209651, 8.371553], [12.280891, -13.054917, 6.929798], [11.665818, -14.275762, 6.264815], [10.320121, -14.346618, 6.706587], [9.673914, -15.492397, 6.184131], [12.546642, -11.022378, 12.860185], [12.224957, -12.724946, 12.934277], [10.863604, -11.601163, 12.880161], [13.432200, -13.032203, 10.777894], [13.732928, -11.255000, 10.782909], [13.930713, -11.852367, 8.535904], [12.294944, -11.097699, 8.707178], [11.552015, -13.489957, 8.862127], [13.298852, -12.839409, 6.590967], [11.708014, -12.165877, 6.627893], [12.216203, -15.163789, 6.610080], [11.719146, -14.394788, 5.177203], [9.670616, -15.419568, 5.092239], [8.674641, -15.556247, 6.606255], [10.221342, -16.394724, 6.481218], [13.166396, -8.124794, 10.493575], [12.858557, -6.839646, 9.974234], [12.610987, -5.875996, 11.014176], [12.358718, -4.598643, 10.223916], [11.220784, -4.738268, 9.334820], [11.089470, -3.583403, 8.458675], [10.029320, -3.953072, 7.418347], [10.412589, -5.217745, 6.893276], [9.631868, -5.566858, 5.775222], [14.093465, -8.087935, 11.068823], [13.184297, -8.851153, 9.681790], [12.294189, -8.382985, 11.106017], [13.521099, -5.716008, 11.599372], [11.768069, -6.256039, 11.593140], [13.311027, -4.309659, 9.758349], [12.128705, -3.783198, 10.918621], [11.387622, -5.555485, 8.759619], [12.013739, -3.386633, 7.900816], [10.752827, -2.641377, 8.894980], [10.184527, -3.237354, 6.598430], [8.991263, -3.933090, 7.754202], [9.895778, -6.534480, 5.340669], [9.745080, -4.865164, 4.944473], [8.590106, -5.726305, 6.073785], [10.234549, -5.047164, 1.742656], [9.275742, -5.145348, 1.740956], [10.400309, -4.279989, 1.182299], [16.940269, -10.045661, 0.701231], [16.286301, -9.786180, 1.387399], [17.672140, -9.428255, 0.814797]], "forces_ev_per_a": [[0.17, -0.38, 0.72], [0.68, 0.10, 0.46], [-0.38, -0.02, -0.14], [0.25, -0.30, 0.64], [-0.34, 0.24, -0.03], [1.25, -0.12, -0.83], [-0.30, -1.37, 1.40], [0.07, 0.47, 0.37], [-0.11, 0.18, -0.36], [0.03, -0.06, 0.20], [-0.14, 0.81, -0.56], [-0.30, -0.35, -0.46], [0.13, 0.02, 0.04], [-0.04, 0.18, 0.03], [-0.26, -0.10, 0.00], [-0.01, 0.17, -0.51], [-0.05, -0.13, -0.19], [-0.56, 0.38, -0.14], [-0.35, 0.16, -0.23], [0.41, 0.77, -0.64], [-0.14, -0.31, -0.53], [-0.11, -0.03, 0.15], [0.18, -0.12, -0.08], [0.04, -0.14, 0.17], [0.90, 0.11, -0.55], [0.24, 0.29, 1.00], [-1.90, 0.49, -1.40], [1.95, 0.93, 1.97], [-0.06, 1.12, -1.44], [-0.56, -0.94, 0.26], [0.37, -0.96, 0.73], [-0.34, 0.60, -0.28], [-0.34, -0.82, -0.04], [-0.44, -0.36, -0.20], [-0.34, 0.21, 0.03], [-0.10, 0.26, 0.39], [1.13, -0.07, -0.15], [0.23, -0.73, 0.22], [-0.61, -0.47, -0.23], [-0.48, -0.43, -0.12], [-0.47, -0.62, 0.11], [0.66, 0.55, -0.16], [-0.05, -0.55, -0.16], [-0.15, 0.45, -0.36], [0.16, 0.07, 0.26], [0.44, 0.23, 0.14], [0.20, 0.13, 0.14], [-0.34, 0.45, 0.01], [1.05, -0.38, 0.12], [-0.38, 0.12, 0.33], [0.05, 0.12, 0.38], [-0.38, 0.87, -0.92], [-1.87, 0.38, 0.15], [1.21, -1.05, 0.91], [0.33, 0.59, -1.35], [-0.08, 0.23, 0.85], [-0.55, 0.23, -0.38], [-0.25, 0.14, 0.11], [-0.43, 0.23, -0.09], [0.00, -0.05, -0.10], [0.33, 0.03, -0.25], [-0.26, 0.01, -0.20], [0.58, -0.48, 0.23], [0.07, 0.07, -0.26], [0.23, -0.57, -0.17], [-0.06, -0.33, -0.62], [-0.10, 0.51, 0.54], [0.07, 0.05, 0.19], [-0.06, 0.01, 0.36], [-0.22, -0.47, -0.10], [0.62, -0.12, -0.25], [-0.03, 0.00, 0.25], [0.00, 0.78, 1.31], [0.14, -0.23, -0.10], [0.53, 0.17, -0.11], [-0.51, 0.94, 0.54], [0.46, 0.08, -0.55], [0.52, 1.85, -1.45], [-0.16, 0.95, 0.93], [-0.49, -0.50, -0.48], [1.20, 0.35, -0.04], [0.22, 0.03, 0.15], [0.01, 0.20, -0.21], [0.26, 1.58, -0.08], [0.17, 0.07, 0.45], [-0.06, 0.07, 0.32], [-0.04, 0.13, -0.72], [0.29, -0.35, 0.32], [-0.12, 0.22, -0.17], [0.03, -0.42, 0.17], [1.18, 0.34, -0.38], [0.03, -0.24, -0.04], [-0.10, -0.23, 0.25], [-0.78, -0.50, 0.11], [-0.01, -0.21, -0.11], [0.00, -0.05, 0.07], [-0.30, 0.39, -0.48], [0.38, -0.90, -0.43], [0.06, 1.27, 0.22], [-1.59, -0.46, 0.04], [-0.39, 1.31, -0.64], [0.38, -2.05, 0.84], [-1.04, 0.50, 0.57], [0.42, -0.14, -0.38], [0.35, -0.10, -0.56], [0.06, -0.15, 0.48], [-0.19, -0.04, -0.02], [-0.06, -0.03, 0.04], [0.42, -0.60, 0.31], [0.17, 0.04, -0.12], [-0.06, 0.20, -0.01], [0.25, -0.35, -0.37], [0.53, -0.12, 0.54], [-0.23, 0.12, -0.42], [-0.41, -1.46, -0.90], [0.20, -0.14, -0.48], [0.54, 0.06, -0.41], [0.09, 0.37, 0.08], [-0.37, 0.12, 0.09], [0.13, 0.43, -0.20], [0.46, 0.49, 0.40], [-0.22, -0.26, 0.49], [0.45, 0.62, -1.04], [-0.99, -0.19, 0.05], [-0.21, -0.02, 0.73], [-0.74, -0.06, 0.13], [1.11, 0.34, -0.87], [-0.47, 0.07, 0.25], [-0.55, 0.11, 0.07], [-0.10, -0.41, -0.37], [0.05, 0.03, -0.30], [-0.08, -0.08, 0.16], [-0.15, -0.19, 0.18], [0.10, 0.06, 0.03], [0.21, -0.29, -0.30], [0.27, 0.13, 0.43], [-0.10, 0.14, -0.27], [0.66, -0.05, 0.62], [-0.23, -0.30, -0.28], [-0.22, -0.14, 0.22], [-1.50, -1.37, 1.03], [0.16, -0.07, -0.25], [0.02, -0.34, 0.04], [0.20, 0.08, 0.37], [-0.15, -0.40, -0.03], [-0.11, -0.34, 0.22], [0.05, 0.49, 0.03], [0.67, -0.50, -0.73], [0.20, 0.15, -0.15], [-0.71, 0.83, 0.32], [0.81, -1.28, 0.49], [-0.17, 1.08, -0.02], [-0.19, -0.68, 0.85], [0.14, 0.49, 0.17], [0.06, -0.03, -0.08], [-0.21, 0.07, -0.02], [0.13, -0.15, 0.36], [-0.12, 0.35, -0.06], [-0.28, 0.22, 0.40], [0.01, 0.11, -0.27], [-0.18, -0.51, 0.07], [0.24, -0.17, 0.17], [0.25, -0.16, -0.42], [-0.31, 0.12, -0.28], [-0.41, 0.29, -0.33], [-0.36, 0.22, -0.46], [0.18, -0.05, 0.12], [0.61, -0.15, -0.37], [0.32, 0.15, -0.21], [0.39, -0.05, -0.74], [-0.44, -0.83, 0.86], [0.93, 0.10, -0.70], [-0.08, 0.39, -0.38], [-0.08, 0.03, -0.05], [0.78, -0.44, 0.84], [0.12, -0.56, -0.41], [-1.91, 1.84, 1.02], [-0.45, -0.12, 0.04], [-0.40, -0.24, -0.34], [0.12, -0.08, 0.36], [-0.08, 0.01, 0.17], [0.25, 0.38, -0.11], [-0.20, 0.35, 0.31], [-0.04, -0.16, -0.02], [-0.28, -0.51, 0.27], [-0.36, 0.06, -0.21], [-0.04, -0.28, -0.32], [-0.27, 0.12, -0.15], [0.07, 0.06, 0.01], [0.56, -0.69, 0.11], [0.76, -0.07, 0.24], [0.07, -0.13, -0.88], [0.02, -0.04, -0.35], [-0.39, -0.09, -0.89], [0.38, -0.01, 1.11], [-0.10, -0.04, -0.16], [0.16, 0.12, 0.00], [-0.11, 0.32, 0.22], [1.30, -0.51, -0.82], [0.45, -0.31, 1.17], [-1.15, 0.73, -1.24], [0.08, 0.21, -0.48], [0.48, -0.05, 0.46], [-0.10, 0.05, 0.58], [-0.33, -0.38, -0.39], [0.11, 0.40, 0.12], [-0.15, -0.03, 0.09], [0.18, 0.16, 0.17], [0.05, 0.12, -0.36], [-0.17, 0.06, -0.04], [-0.48, -0.16, 0.01], [-0.03, -0.02, -0.07], [-0.59, 0.06, 0.43], [-0.24, 0.07, 0.76], [0.43, -0.19, -0.14], [0.22, -0.47, -0.22], [0.06, 0.57, -1.17], [-0.05, -0.60, 0.47], [0.52, -0.50, -0.42], [-0.75, 0.92, 0.80], [0.89, -1.04, -0.01], [-0.84, 0.74, 0.58], [1.04, -0.73, 0.13], [0.07, 0.49, -0.31], [-0.94, -0.59, 0.21], [0.17, 0.12, 0.43], [0.24, -0.26, 0.50], [-0.28, 0.15, 0.11], [-0.03, -0.12, 0.08], [-0.25, 0.26, -0.26], [-0.18, 0.00, -0.20], [0.44, -0.21, -0.04], [-0.50, 0.38, -0.44], [-0.02, -0.05, -0.04], [0.32, 0.19, 0.00], [-0.49, 0.15, -0.21], [0.03, -0.09, 0.07], [0.24, 0.29, 0.11], [0.40, -0.10, -0.17], [-0.01, 0.06, -0.14], [0.60, -0.18, 0.56], [-0.61, 0.03, -0.71], [-0.31, 0.43, 0.30], [-0.14, -1.45, 1.12], [0.43, 0.46, 0.14], [-0.23, 0.02, -0.35], [0.20, -0.66, 0.75], [0.02, -0.09, -0.05], [0.52, 0.14, 0.18], [-0.07, 0.23, -0.16], [-0.09, -0.19, -0.18], [-0.07, 0.06, -0.20], [0.35, -0.03, -0.19], [0.32, -0.11, 0.06], [-0.58, -0.07, 0.33], [0.13, 0.23, -0.19], [-0.33, 0.09, -0.44], [0.03, -0.39, -0.34], [-0.25, 0.03, 0.12], [-0.04, -0.05, 0.30], [0.00, 0.88, -0.18], [-0.31, -0.20, -0.04], [-0.07, 0.18, -0.17], [-0.01, -0.08, -0.08], [-1.17, 0.53, 0.41], [0.57, -0.16, 0.00], [0.34, -0.08, -1.70], [-0.58, 0.25, 1.20], [0.64, 0.68, 0.53], [-0.96, -1.01, -0.92], [1.40, 0.39, -0.89], [-0.26, -0.35, -0.33], [-0.37, -0.64, -0.20], [0.01, -0.29, 0.04], [0.33, 0.11, 0.27], [0.36, -0.45, 0.42], [-0.10, -0.28, 0.36], [-0.05, 0.39, 0.29], [-0.03, -0.14, -0.41], [0.05, -0.04, 0.13], [-0.18, 0.04, -0.10], [0.16, 0.11, 0.04], [0.18, -0.21, 0.69], [-0.56, 0.21, 0.02], [0.03, -0.16, 0.23], [0.64, -0.04, 0.46], [-0.25, 0.33, 0.17], [-0.18, 0.53, -0.11], [-0.11, 0.03, -0.08], [0.06, -0.02, 0.00], [-0.02, -0.05, 0.03], [-0.09, 0.14, 0.01], [0.39, -0.15, 0.27], [-0.01, -0.11, 0.08]], "mulliken_charge": [-0.579, -0.497, -0.776, -0.158, 0.632, -0.775, 0.492, -0.332, 0.055, 0.143, 0.433, 0.241, 0.383, 0.369, -0.012, 0.339, 0.316, -0.632, 0.350, 0.473, -0.573, -0.126, 0.458, -0.430, -0.801, -0.339, -0.501, 0.723, -0.308, 0.491, -0.814, -0.159, -0.859, 0.284, 0.338, 0.272, -0.073, 0.541, 0.071, -0.270, 0.415, -0.915, 0.209, 0.364, 0.418, 0.324, 0.247, 0.311, -0.766, -0.345, -0.927, 1.430, -0.455, -0.840, 0.020, -0.373, -0.280, 0.261, 0.313, 0.295, 0.414, 0.396, 0.329, -0.767, 0.264, 0.380, 0.350, 0.017, 0.367, 0.523, -0.053, 0.037, 0.584, -0.670, 1.889, -2.309, 0.249, -0.589, -1.294, -0.226, -0.917, -0.390, 0.339, 0.103, -0.500, -0.027, 0.440, 0.361, 0.279, 0.555, 0.108, 0.666, 0.321, 0.368, 0.264, 0.378, -0.738, 2.141, -0.530, 0.440, 1.073, -0.206, 0.969, 1.120, -0.288, 0.104, 0.604, 0.019, 0.045, -0.437, -0.182, -1.082, -0.987, 0.314, -1.758, -0.076, -1.086, -0.520, 0.717, -0.106, -0.761, -0.285, -0.765, -0.665, 0.144, -1.897, 2.519, -0.787, 1.641, 0.245, 0.305, 0.299, 0.589, 0.328, 0.290, 0.393, 0.235, 0.633, 0.352, -0.424, -0.562, -0.723, -0.569, 0.071, -0.959, -0.089, -0.972, -0.175, -0.377, -1.128, 0.035, -0.438, 0.555, 0.259, 0.365, 0.354, 0.376, 0.462, 0.421, 0.048, 0.345, 0.393, 0.401, 0.348, 0.114, -0.289, 0.328, -0.563, -1.216, -0.485, -0.988, 0.838, 1.018, 0.344, -1.656, 1.009, -1.318, 0.208, 0.592, 0.306, 0.287, 0.420, 0.034, -0.702, -0.712, -0.614, 0.939, 0.436, 0.316, 0.627, -0.235, 0.192, -0.346, -0.397, -0.669, 1.241, -0.249, 0.819, -0.962, -0.494, -0.122, 0.260, -0.076, 0.395, 0.352, 0.279, -0.537, -0.983, 0.207, -0.379, 0.137, 0.441, 0.325, 0.165, 0.406, -0.111, -0.230, 0.449, -0.682, -1.103, -0.217, -0.645, -0.479, -0.339, -0.710, 0.139, -0.545, 0.372, 0.260, 0.423, 0.263, 0.517, 0.349, 0.345, 0.281, 0.453, 0.337, 0.319, 0.264, 0.243, -0.770, -0.344, -1.243, 2.533, -0.277, 0.580, -0.956, -0.324, -0.719, 0.279, 0.316, 0.268, 0.674, 0.444, -2.194, 0.173, 0.363, -0.023, -0.303, 0.361, 0.533, 0.251, 0.253, 0.310, -0.504, -0.010, -0.753, -0.392, -0.417, 0.093, -0.615, -0.079, -0.195, 0.283, -0.310, 0.728, 0.367, 0.388, 0.107, 0.435, 0.380, -0.256, 0.430, 0.212, 0.407, -0.476, 0.300, 0.334, -0.463, 0.227, 0.268, -0.767, 0.082, 0.301], "lumo_energy_ev": 0.031, "total_charge": 0, "e_above_lowest_kcal_mol": 0.0}